Record 1
# C12H16N2O4

C12H16N2O4 in the gas phase at a distorted geometry (ωB97M-V/def2-TZVPD, the OMol25 dataset).

CARTESIAN COORDINATES (ANGSTROEM)
N: 0.5435 -2.1979 0.4131
C: 0.3834 -0.7960 0.6093
C: 1.1917 0.1244 -0.4317
C: 2.6660 0.2049 0.0028
C: 3.0622 1.4090 0.4950
C: 4.4220 1.7390 0.6876
C: 5.2466 0.7573 0.0701
C: 4.8640 -0.4499 -0.5199
C: 3.5600 -0.7599 -0.5317
C: -1.1598 -0.5074 0.6696
O: -1.8735 -0.6032 1.6374
N: -1.7295 -0.4379 -0.5547
C: -3.0724 0.0107 -0.4926
C: -4.1691 -0.7957 0.2786
O: -5.4264 -0.3463 -0.4062
C: -3.0409 1.5715 -0.0141
O: -1.9636 2.1018 0.0669
O: -4.2781 2.1224 -0.0298
H: 0.3819 -2.2843 -0.8001
H: -0.3909 -2.8937 0.7782
H: 0.8611 -0.4937 1.5124
H: 0.6204 1.0741 -0.3988
H: 0.9467 -0.2912 -1.4011
H: 2.2942 2.1840 0.7477
H: 4.8656 2.6690 0.9045
H: 6.3427 0.8249 0.2532
H: 5.6157 -1.0284 -1.2429
H: 3.3816 -1.7380 -1.0463
H: -1.2826 0.1042 -1.3777
H: -3.6503 0.1379 -1.4082
H: -4.2766 -0.5144 1.4130
H: -3.9292 -1.8479 0.2635
H: -6.0097 -0.6424 0.2337
H: -4.9966 1.5934 -0.3809

## Properties
LUMO level, eV: 0.483
Net charge: 0
Max |F|, Eh/bohr: 0.1305
Energy, a.u.: -877.2182
Structure (SMILES): N[C@@H](Cc1ccccc1)C(=O)N[C@@H](CO)C(=O)O

Record 2
# C20H56B4O10S5V

C20H56B4O10S5V as an isolated structure at a distorted geometry (ωB97M-V/def2-TZVPD, the OMol25 dataset).

CARTESIAN COORDINATES (ANGSTROEM)
V: -2.5177 0.9662 1.4303
B: -2.9297 3.0179 0.4830
H: -2.6676 2.0547 -0.1273
H: -2.4723 2.8396 1.5457
H: -2.4300 3.9593 -0.0523
H: -4.1267 3.0912 0.6409
B: -2.9761 -0.9889 0.1135
H: -4.1244 -1.3069 -0.0781
H: -2.8574 0.0374 -0.4354
H: -2.7416 -0.8937 1.2564
H: -2.3430 -1.8811 -0.3416
B: -2.0011 0.9506 3.6613
H: -2.3265 -0.0110 3.0686
H: -2.7854 1.1426 4.5488
H: -0.9297 0.6508 4.0934
H: -1.8810 1.8531 2.9279
B: -0.2767 0.7305 0.8591
H: -0.5986 0.4435 -0.2616
H: 0.8997 0.7108 1.0979
H: -0.6246 1.8215 1.0449
H: -0.8378 -0.0283 1.5423
C: 1.8341 -3.0897 -3.1181
C: 1.2495 -1.7193 -2.7293
C: 0.3911 -1.8902 -1.4829
S: -0.0363 -3.6476 -1.3621
O: -1.4383 -3.8944 -1.4623
O: 0.6748 -4.1920 -0.2266
C: 0.7446 -4.1197 -2.9141
H: 2.6670 -3.3029 -2.4403
H: 2.2567 -3.0587 -4.1216
H: 0.6223 -1.3437 -3.5459
H: 2.0491 -0.9895 -2.6122
H: -0.5588 -1.3567 -1.4331
H: 0.9297 -1.6105 -0.5786
H: -0.0304 -4.0412 -3.6796
H: 1.0207 -5.1699 -2.8395
C: -3.7554 1.7748 -3.1803
C: -2.4761 0.9988 -3.4884
C: -2.8704 -0.0408 -4.5034
S: -4.3941 -0.7279 -3.8097
O: -4.0913 -1.8100 -2.9250
O: -5.3454 -0.9174 -4.8799
C: -4.8360 0.7378 -2.8495
H: -4.0879 2.4324 -3.9908
H: -3.6220 2.4644 -2.3448
H: -2.1838 0.5338 -2.5370
H: -1.6336 1.6450 -3.7348
H: -2.2608 -0.8898 -4.8011
H: -3.2119 0.4715 -5.4082
H: -4.8429 0.5246 -1.7817
H: -5.8467 1.0193 -3.1369
C: 2.4486 5.5942 -1.6772
C: 1.5933 4.5613 -0.9167
C: 1.9436 3.2010 -1.5075
S: 3.6804 3.2751 -1.9916
O: 3.7839 2.9107 -3.3800
O: 4.5279 2.6280 -1.0252
C: 3.8604 5.0542 -1.8385
H: 2.4367 6.5820 -1.2185
H: 1.9910 5.6982 -2.6651
H: 0.5619 4.8177 -1.1489
H: 1.7777 4.5627 0.1564
H: 1.4001 3.0482 -2.4394
H: 1.7769 2.3492 -0.8502
H: 4.3614 5.4816 -2.7034
H: 4.4861 5.2243 -0.9618
C: -0.0527 -2.1546 4.1981
C: -1.2758 -2.4748 5.0884
C: -2.4502 -2.7890 4.1819
S: -1.7180 -3.8382 2.8983
O: -2.3198 -3.6592 1.6098
O: -1.4710 -5.1625 3.4222
C: -0.1882 -2.8846 2.8731
H: 0.8665 -2.4446 4.7101
H: -0.0036 -1.0798 4.0483
H: -1.5664 -1.6752 5.7684
H: -1.0426 -3.3781 5.6562
H: -2.8147 -1.9845 3.5425
H: -3.2760 -3.3463 4.6186
H: -0.3408 -2.2177 2.0222
H: 0.5895 -3.5731 2.5443
C: 4.3362 0.7859 2.3836
C: 3.5214 -0.3527 2.9918
C: 3.1792 -1.2781 1.8443
S: 4.6749 -1.4089 0.8728
O: 4.3114 -1.4437 -0.5217
O: 5.5736 -2.4125 1.3868
C: 5.3235 0.2101 1.3454
H: 4.8383 1.3846 3.1411
H: 3.6803 1.4373 1.8021
H: 2.5616 -0.0360 3.4102
H: 4.0144 -0.8954 3.8000
H: 2.4345 -0.8928 1.1476
H: 2.8960 -2.3047 2.0833
H: 5.3853 0.8511 0.4683
H: 6.3340 0.0794 1.7294

## Properties
Spin multiplicity: 3
LUMO level (alpha / beta), eV: 1.482 / 1.921
Net charge: -1
Max |F|, Eh/bohr: 0.0455
Expectation value of S²: 2.016
Energy, a.u.: -4582.1963

Record 3
# C14H14ClN5O3

C14H14ClN5O3 in the gas phase at a distorted geometry (ωB97M-V/def2-TZVPD, the OMol25 dataset).

CARTESIAN COORDINATES (ANGSTROEM)
O: 4.7841 2.4214 -0.2522
N: 4.3388 3.3300 -0.9857
O: 4.9295 4.3841 -1.2532
C: 3.0767 3.1269 -1.5507
C: 2.4684 4.1864 -2.2439
C: 1.2195 3.9571 -2.8621
C: 0.5061 2.7735 -2.6682
Cl: -1.0590 2.6781 -3.3667
C: 1.0778 1.7190 -1.9012
O: 0.4536 0.5111 -1.7452
C: -0.4836 0.4594 -0.6437
C: 0.2589 0.1225 0.6784
C: -0.5522 -0.6873 1.6657
N: -1.2160 -1.8414 1.0692
C: -1.7867 -2.8268 1.8524
N: -1.8316 -2.6636 3.1734
C: -2.4326 -3.6327 3.9048
C: -2.9723 -4.7683 3.2949
N: -2.8449 -4.9316 1.9805
N: -2.2866 -3.9254 1.2765
C: -1.0980 -2.0118 -0.3868
C: -1.4474 -0.6986 -1.0817
C: 2.3682 1.9061 -1.4125
H: 2.9284 5.1845 -2.3742
H: 0.7247 4.7758 -3.3897
H: -0.9969 1.4199 -0.5602
H: 0.6928 1.0193 1.1699
H: 1.0991 -0.5334 0.3977
H: -1.2845 -0.0523 2.1769
H: 0.0989 -1.0969 2.4706
H: -2.4625 -3.5871 5.0122
H: -3.4140 -5.5654 3.8861
H: -1.8076 -2.7357 -0.7441
H: -0.0853 -2.2935 -0.7009
H: -1.2873 -0.8623 -2.1203
H: -2.5240 -0.3871 -0.9177
H: 2.8476 1.1259 -0.8484

## Properties
LUMO level, eV: -1.145
Net charge: 0
Max |F|, Eh/bohr: 0.0724
Energy, a.u.: -1501.4349
Structure (SMILES): O=[N+]([O-])c1ccc(Cl)c(OC2CCN(c3nccnn3)CC2)c1

Record 4
# C31H31N8O9Pt

C31H31N8O9Pt as an isolated structure (ωB97M-V/def2-TZVPD, the OMol25 dataset).

CARTESIAN COORDINATES (ANGSTROEM)
Pt: 0.2766 -0.3678 0.6441
C: -1.2072 -3.8163 3.2574
C: -1.5626 -3.9766 1.8016
C: -1.8126 -5.2377 1.3089
C: -2.1384 -5.4410 -0.0336
C: -2.2101 -4.3707 -0.9155
C: -1.9458 -3.0834 -0.4912
C: -2.1594 -1.9264 -1.4261
C: -1.5992 -2.8806 0.8809
N: -1.2651 -1.6190 1.2908
C: -1.9072 -1.0925 2.4437
O: -2.9219 -1.5478 2.8950
C: -1.1956 0.0814 3.0389
C: -1.5680 0.7460 4.1823
C: -0.7445 1.7803 4.6314
C: 0.4148 2.1115 3.9463
C: 0.7160 1.4130 2.7920
N: -0.0830 0.4392 2.3949
C: 1.8760 1.6847 1.8689
O: 2.8015 2.3801 2.2051
N: 1.7154 1.0695 0.6350
C: 2.5696 1.4752 -0.4163
C: 1.9473 2.3517 -1.5063
C: 0.9990 1.5528 -2.4136
C: 2.9690 2.9970 -2.3830
C: 4.2815 2.6975 -2.3167
C: 4.7732 1.7934 -1.3515
C: 3.9176 1.2188 -0.3853
C: 4.5384 0.3899 0.7072
H: -0.7102 -4.7114 3.6281
H: -2.1156 -3.6733 3.8442
H: -0.5638 -2.9570 3.4517
H: -1.7564 -6.0853 1.9820
H: -2.3419 -6.4441 -0.3876
H: -2.5021 -4.5361 -1.9463
H: -1.8208 -2.1722 -2.4349
H: -1.7010 -1.0069 -1.0679
H: -3.2311 -1.7186 -1.4907
H: -2.4769 0.4559 4.6914
H: -1.0191 2.3294 5.5231
H: 1.0708 2.9101 4.2645
H: 0.2381 1.0313 -1.8324
H: 1.5838 0.8373 -2.9978
H: 0.5002 2.2244 -3.1108
H: 2.5853 3.7174 -3.0970
H: 4.9748 3.1681 -3.0026
H: 5.8357 1.5895 -1.2963
H: 5.2865 -0.2923 0.2973
H: 3.7840 -0.1729 1.2522
H: 5.0374 1.0416 1.4261
N: 2.0535 -2.2736 1.2605
C: 2.5785 -2.6068 -0.0737
C: 1.4456 -2.6099 -1.0872
N: 0.8747 -1.2401 -1.2170
H: 2.7968 -2.0079 1.8975
H: 1.5814 -3.0781 1.6621
H: 3.0787 -3.5752 -0.0819
H: 3.3146 -1.8517 -0.3538
H: 0.6586 -3.2959 -0.7771
H: 1.8196 -2.9456 -2.0535
H: 0.1197 -1.2318 -1.8946
H: 1.5994 -0.6289 -1.5882
O: -4.1239 4.4181 -4.3373
N: -3.0300 4.5595 -3.8260
O: -2.2016 5.3838 -4.1685
C: -2.6712 3.6596 -2.7252
C: -1.4790 3.8607 -2.0435
C: -1.1461 3.0198 -1.0140
C: -1.9470 1.8995 -0.6297
O: -1.5607 1.0139 0.2162
C: -3.1861 1.7974 -1.3395
C: -3.5310 2.6487 -2.3701
N: -4.1284 0.7131 -1.0445
O: -4.8582 0.3471 -1.9553
O: -4.1583 0.2275 0.0736
N: 0.0453 3.2319 -0.2737
O: 0.0051 3.4932 0.9407
O: 1.2188 3.5158 -0.9611
H: -0.8347 4.6818 -2.3239
H: -4.4670 2.5168 -2.8930

## Properties
Spin multiplicity: 5
LUMO level (alpha / beta), eV: -3.563 / -6.466
Net charge: +1
Max |F|, Eh/bohr: 0.0111
Expectation value of S²: 6.074
Energy, a.u.: -2433.8540

Record 5
# C4H7N2O

An isolated ion of composition C4H7N2O and charge +1 at a distorted geometry (ωB97M-V/def2-TZVPD, the OMol25 dataset).

CARTESIAN COORDINATES (ANGSTROEM)
C: -2.6318 0.6583 -0.7284
C: -1.8793 0.2475 0.0939
C: -0.8121 -0.3221 0.9240
N: 0.5107 -0.5509 0.3747
C: 1.1977 0.4335 -0.1970
N: 2.4115 0.2242 -0.6193
O: 0.6288 1.6461 -0.2728
H: -3.5403 0.8299 -1.2828
H: -0.8585 0.3386 1.9232
H: -1.1127 -1.4196 1.0522
H: 0.9420 -1.3871 0.4564
H: 2.8530 1.0181 -0.9895
H: 2.8518 -0.6161 -0.7044
H: -0.1669 1.6598 0.1944

## Properties
LUMO level, eV: -3.298
Net charge: +1
Max |F|, Eh/bohr: 0.0969
Energy, a.u.: -341.0441
Structure (SMILES): C#CCNC(=[NH2+])O

Record 6
# C26H25N3O6

C26H25N3O6 in the gas phase at a distorted geometry (ωB97M-V/def2-TZVPD, the OMol25 dataset).

CARTESIAN COORDINATES (ANGSTROEM)
C: -4.9674 5.0573 5.5896
H: -5.2498 6.0952 5.4287
H: -4.1954 5.0373 6.3546
H: -5.8383 4.5193 5.9584
C: -4.4635 4.4456 4.2837
C: -3.1932 5.1519 3.8175
H: -2.4066 5.0554 4.5605
H: -2.8355 4.7246 2.8829
H: -3.3898 6.2100 3.6580
C: -4.2685 2.9255 4.3929
C: -3.2193 2.4648 5.4102
H: -3.3417 3.0011 6.3534
O: -1.8869 2.7351 5.0214
C: -1.3055 2.0124 4.0360
C: -0.0481 2.4642 3.6209
C: 0.6514 1.8040 2.6403
C: 0.1255 0.6539 2.0424
C: -1.1239 0.2014 2.4633
C: -1.8361 0.8716 3.4374
H: -2.8014 0.4864 3.7257
H: -1.5539 -0.6830 2.0211
C: 0.8785 -0.0398 0.9950
N: 0.9078 -1.3723 0.9591
O: 0.3115 -2.0910 1.7968
C: 1.6399 -2.0236 -0.0487
C: 1.6487 -3.4172 -0.0967
C: 2.3652 -4.0701 -1.0733
C: 3.0996 -3.3373 -2.0012
C: 3.1064 -1.9606 -1.9619
C: 2.3598 -1.2856 -0.9946
N: 2.2996 0.0837 -0.9401
C: 1.5439 0.7809 -0.0047
O: 1.4404 1.9893 -0.0897
O: 2.9072 0.8055 -1.9569
C: 1.9747 1.2930 -2.9319
C: 1.2076 0.1477 -3.5347
C: 0.0357 -0.2930 -2.9240
C: -0.5946 -1.4404 -3.3633
C: -0.0486 -2.1446 -4.4283
C: 1.1017 -1.7020 -5.0698
C: 1.7270 -0.5584 -4.6162
H: 2.6303 -0.2119 -5.0947
H: 1.4913 -2.2663 -5.9030
N: -0.6844 -3.3611 -4.8746
O: -0.1650 -3.9611 -5.7904
O: -1.6935 -3.7095 -4.3021
H: -1.4951 -1.8048 -2.8933
H: -0.3814 0.2657 -2.0986
H: 1.3077 2.0261 -2.4660
H: 2.6165 1.7882 -3.6614
H: 3.6849 -1.3871 -2.6677
H: 3.6729 -3.8491 -2.7584
H: 2.3637 -5.1474 -1.1141
H: 1.0803 -3.9476 0.6516
H: 1.6180 2.1720 2.3373
H: 0.3588 3.3442 4.0933
H: -3.3453 1.3938 5.6128
H: -3.9914 2.5427 3.4080
H: -5.2211 2.4702 4.6739
H: -5.2384 4.5998 3.5222

## Properties
LUMO level, eV: -0.808
Net charge: 0
Max |F|, Eh/bohr: 0.0258
Energy, a.u.: -1621.2914

Record 7
# C3H2

A 2-piece molecular cluster, C3H2 overall at a distorted geometry (ωB97M-V/def2-TZVPD, the OMol25 dataset).

CARTESIAN COORDINATES (ANGSTROEM)
C: 1.4164 0.2463 0.3207
C: 2.4898 0.7455 -0.1143
C: 0.4691 -0.5348 -0.0910
H: -2.4736 -0.0332 0.0036
H: -1.9017 -0.4238 -0.1191

## Properties
LUMO level, eV: -2.021
Net charge: 0
Max |F|, Eh/bohr: 0.0459
Energy, a.u.: -115.2093

Record 8
# Cd2NO3

Cd2NO3 as an isolated structure at a distorted geometry (ωB97M-V/def2-TZVPD, the OMol25 dataset).

CARTESIAN COORDINATES (ANGSTROEM)
Cd: -1.2247 -2.7596 -1.2887
Cd: -0.8819 3.2395 1.6918
N: 0.6338 -0.0872 -0.1021
O: 0.1568 -1.0350 0.5283
O: 0.7643 0.9848 0.4567
O: 0.5516 -0.3426 -1.2861

## Properties
LUMO level, eV: -17.460
Net charge: +3
Max |F|, Eh/bohr: 0.0998
Energy, a.u.: -614.3015